Formula: CH4NO
Source: the Open Molecules 2025 dataset
Level of theory: ωB97M-V with the def2-TZVPD basis set

Expectation value of S²: 2.00
E_tot (eV): -4623.297
Energy relative to the best compared isomer or geometry (same formula, charge and spin) (kJ/mol): 209.53
Lowest unoccupied orbital energy (spin up / spin down) (eV): -9.02 / -7.67
Highest occupied orbital energy (spin up / spin down) (eV): -13.51 / -18.52
Orbital gap (spin up / spin down) (eV): 4.495 / 10.853

Structure (ORCA input):
```
! wB97M-V def2-TZVPD RIJCOSX def2/J DEFGRID3
* xyz 1 3
C -1.951 -0.469 -0.094
N 1.715 0.210 0.021
O 0.600 0.365 -0.364
H -1.976 0.446 0.528
H -2.955 -0.889 -0.385
H 2.184 0.876 0.625
H 2.384 -0.538 -0.332
*
```